Formula: C31H49Cl2F16N2O7Si
Source: the OMol25 dataset
Level of theory: wB97M-V/def2-TZVPD

Summary:
Gap between HOMO and LUMO, eV: 9.5
E_LUMO, hartree: -0.1066
Net charge: +1
Total energy, eV: -126650.34525
E_HOMO, eV: -12.394

Last column: Mulliken charge in e.
Positions of all 108 atoms, in Å:
O (-3.608, 1.674, 2.494)  -0.349
C (2.352, -0.731, -2.325)  -1.117
C (-0.022, 3.771, 2.016)  -0.155
C (-2.398, 1.202, 3.030)  0.656
H (-1.772, 3.110, 0.985)  0.111
F (3.313, 3.053, 0.843)  -0.199
C (-6.444, -0.840, -1.674)  -1.547
F (3.021, 5.282, 2.249)  -0.335
H (0.623, 4.640, 3.899)  0.349
H (-3.499, 3.465, 4.067)  0.461
F (5.330, -5.046, -4.072)  -0.235
H (-1.381, 1.679, 4.826)  0.426
C (-5.478, -2.110, 2.007)  0.159
H (-0.708, -3.055, -2.171)  0.350
C (3.080, -4.444, -4.537)  0.854
C (-1.429, -3.235, 4.460)  -1.382
H (-6.120, -1.329, -2.565)  0.391
H (1.751, -6.607, -5.625)  0.329
O (4.466, 6.396, 1.035)  -0.367
H (-3.156, 1.691, 0.492)  0.228
H (-2.178, -3.790, 4.979)  0.366
C (3.743, -8.473, -5.001)  0.100
H (-1.120, -1.381, -2.198)  0.252
F (4.925, -6.975, -6.394)  -0.269
H (-5.190, -0.172, 2.758)  0.794
H (0.258, 4.131, 1.047)  0.374
F (4.074, 5.955, -2.553)  -0.224
H (-7.283, -0.236, -1.964)  0.483
F (3.349, -8.232, -7.237)  -0.321
C (2.666, -6.317, -6.139)  -0.720
H (-0.458, -3.566, 4.772)  0.325
C (4.668, 7.161, -2.507)  0.098
H (0.443, 5.775, 2.638)  0.301
O (-1.255, 1.722, 2.436)  -0.228
H (-5.088, 0.721, -1.946)  0.477
F (4.395, -3.485, -2.854)  -0.209
H (2.398, -6.205, -7.188)  0.379
F (4.949, 3.954, -0.311)  -0.226
C (4.504, 7.504, 0.133)  -0.711
C (-5.221, -0.641, 1.793)  -1.124
H (2.517, -2.826, 0.392)  0.319
H (-3.350, -0.543, 3.490)  1.122
C (4.486, -4.008, -4.102)  0.194
H (-6.805, -1.539, -0.945)  0.318
C (-1.569, -0.684, 0.530)  -0.642
C (3.694, -7.469, -6.162)  0.876
F (4.682, -9.399, -5.283)  -0.260
H (2.552, -1.294, -3.214)  0.232
H (3.927, 7.937, -2.718)  0.283
H (4.962, 3.834, 1.673)  0.219
O (3.075, -4.994, -5.786)  -0.357
C (-1.364, 3.075, 1.983)  -0.057
Cl (-4.506, -2.842, 3.301)  -0.102
N (-2.693, -0.809, 1.531)  -0.118
H (-1.763, -1.450, -0.188)  0.810
H (0.057, -1.925, 1.150)  0.190
C (-0.315, -2.075, -2.375)  -1.067
C (-2.399, 1.565, 4.508)  -1.014
H (-0.979, 5.119, 3.431)  0.472
H (0.719, 3.041, 2.279)  0.146
C (-4.137, -0.495, -0.484)  0.847
F (2.473, -5.210, -3.612)  -0.299
H (-1.628, 0.232, -0.010)  0.456
H (-6.117, -0.280, 1.345)  0.577
C (-3.890, 1.285, 1.166)  -1.550
H (-2.911, 0.811, 5.072)  0.480
C (-3.111, 2.843, 4.853)  -0.160
H (-2.469, -1.490, 5.222)  0.309
H (-0.045, -1.952, -3.404)  0.477
C (-2.462, -0.319, 2.935)  -1.755
O (-1.400, -0.992, 3.479)  -0.217
C (-5.402, 0.106, -1.131)  -0.939
H (-3.321, -0.090, -1.033)  0.617
H (-2.860, 2.632, 6.734)  0.237
C (-3.998, -0.217, 0.995)  0.141
C (-1.570, -1.746, 4.685)  -0.217
H (0.158, -0.340, 1.839)  0.285
H (2.485, -3.536, -1.232)  0.217
F (5.888, 8.668, -1.305)  -0.319
H (-5.916, 0.756, -0.447)  0.384
H (-1.500, -3.432, 3.409)  0.370
C (0.005, 4.897, 3.061)  -1.442
H (5.015, 8.264, 0.719)  0.394
H (1.990, 0.243, -2.592)  0.395
C (-0.126, -0.877, 0.960)  -0.872
H (3.508, 7.897, -0.065)  0.327
H (1.168, -3.777, -0.168)  0.387
H (4.868, -3.251, -4.788)  0.251
H (-2.027, 3.641, 2.614)  0.118
C (4.274, 4.008, 0.844)  0.201
C (3.581, 5.358, 1.022)  0.849
H (-2.838, -1.817, 1.635)  1.148
H (-0.757, -1.446, 5.311)  0.534
F (4.077, -7.891, -3.836)  -0.227
H (3.255, -0.568, -1.780)  0.348
Si (1.107, -1.576, -1.252)  0.876
H (2.778, -8.976, -4.890)  0.283
N (-3.265, 3.265, 6.045)  -0.721
C (1.912, -3.057, -0.464)  -1.051
F (2.565, 5.532, 0.154)  -0.304
F (6.370, 6.562, -0.981)  -0.271
O (0.622, -0.415, -0.135)  -0.712
H (-4.816, 1.746, 0.916)  0.763
F (2.360, -3.294, -4.604)  -0.362
O (-6.316, -2.794, 1.384)  -0.476
C (5.351, 7.427, -1.157)  0.866
F (5.611, 7.190, -3.471)  -0.264
Cl (-3.967, -2.252, -0.754)  -0.095